No. 1
Below is a molecular structure, C12H28CoN6O6S, with properties calculated with ωB97M-V with the def2-TZVPD basis set.

Geometry as XYZ:
```
54
Properties=species:S:1:pos:R:3:forces:R:3
Co 0.077477 -0.328480 -0.515159 2.72 1.20 0.47
S -2.183528 -0.651647 -0.493158 -1.91 0.32 0.59
O 1.179980 -2.498102 -2.037542 0.17 0.75 0.02
O 1.371847 -0.209368 -3.017173 -0.43 -0.36 0.04
O 4.532569 -1.857551 -2.936500 0.84 0.14 -0.16
O -0.248962 1.940554 1.170370 -0.27 -0.19 0.80
O 0.249924 -0.245584 2.318801 0.19 -0.30 0.33
O 3.034167 0.312145 1.447940 -0.36 0.40 0.28
N 0.202365 -0.951807 1.219983 -0.48 1.18 0.53
N -0.041652 1.463461 -0.077189 -0.13 3.31 -1.90
N 0.670300 0.392162 -2.117725 -0.24 3.22 -2.16
N -2.635523 0.065173 2.112395 -0.18 -0.09 -0.09
N -3.358017 1.533187 0.467010 0.18 0.20 0.37
N 0.730136 -1.983656 -0.885362 0.00 -1.42 -0.88
C -0.012631 2.351499 -1.098864 -0.39 -2.18 2.59
C -3.431269 2.702050 1.354251 -0.17 -0.13 -0.14
C -0.365894 3.785468 -0.978761 0.22 0.41 0.19
C -3.731942 0.114075 3.074141 0.01 0.24 0.16
C -0.359784 -2.990287 2.502315 0.20 -0.61 0.41
C 0.576692 -2.911061 0.084930 -0.77 0.53 2.16
C 0.431775 1.730358 -2.293823 0.35 -2.82 -0.38
C -2.765967 0.381954 0.807033 0.67 -0.52 -1.11
C 0.726720 -4.314794 -0.343540 -0.03 -0.99 0.27
C 0.184290 -2.321551 1.310142 0.80 -2.47 -2.01
C 4.511135 -1.229029 -1.656164 -0.18 -0.04 0.02
C 0.748846 2.413995 -3.571761 0.25 0.34 -0.19
H -0.080317 3.041553 -3.924501 0.08 -0.13 0.16
H -1.318062 4.005988 -1.478204 0.13 -0.15 0.03
H 3.904080 -1.869099 -1.013216 0.07 0.19 0.08
H 0.468279 -5.010797 0.460600 0.04 0.10 -0.16
H -1.437561 -2.794183 2.631056 0.28 0.06 -0.06
H -3.177589 3.595948 0.771698 -0.07 -0.24 0.17
H 0.397092 4.399702 -1.473392 -0.16 -0.05 0.14
H 1.330679 -1.630850 -2.596037 -0.03 -0.05 -0.13
H -0.446329 4.077603 0.071421 0.05 -0.05 -0.19
H 1.753815 -4.527882 -0.678074 -0.28 0.16 0.20
H 0.982691 1.673016 -4.341107 -0.04 0.12 0.21
H 0.088984 -4.509116 -1.220625 0.12 0.05 0.36
H 5.514185 -1.121693 -1.212405 -0.29 -0.09 -0.15
H -3.390009 1.704529 -0.532438 -0.02 -0.22 0.29
H 0.172381 -2.660201 3.401427 -0.20 -0.02 -0.06
H 1.620459 3.073423 -3.454843 -0.07 -0.11 -0.14
H 3.165947 1.269892 1.374924 -0.03 -0.38 0.00
H -0.235219 -4.072871 2.399931 -0.07 0.18 0.11
H -2.713146 2.595473 2.175397 -0.12 0.00 -0.31
H 2.237641 0.225427 2.010116 0.38 -0.03 -0.33
H -4.577890 -0.518342 2.760803 0.24 0.23 0.01
H -0.022425 1.103248 1.760025 -0.25 0.66 -0.26
H 5.372855 -1.619786 -3.361773 -0.57 -0.14 0.11
H 4.034228 -0.245059 -1.726148 0.06 -0.07 0.11
H -4.075873 1.145604 3.226369 -0.03 -0.39 0.09
H -3.348755 -0.278964 4.022328 -0.13 0.20 -0.19
H -1.869455 -0.558164 2.343584 -0.30 -0.01 -0.31
H -4.443738 2.812437 1.756494 0.15 0.10 -0.01
```
Positions in Å, forces in eV/Å.

As for the expectation value of S²: 3.8257. As for the max |F|: 3.884 eV Å⁻¹. The value obtained for the total energy is -82579.035 eV. The value obtained for the HOMO energy (spin up / spin down) is -6.123 / -7.302 eV. The LUMO energy (spin up / spin down) is 0.0113 / -0.0378 Ha. Its multiplicity is 4. The calculation puts the HOMO-LUMO gap (spin up / spin down) at 6.4 / 6.3 eV.

The computed Mulliken charges, all in e, follow: -1.70 -0.38 -0.54 -0.85 -0.51 -0.61 -0.85 -0.60 1.15 0.70 1.19 0.11 -0.12 0.79 0.76 -1.07 -1.64 -1.05 -1.61 0.37 0.02 0.30 -1.32 0.22 -0.31 -1.55 0.36 0.26 0.04 0.40 0.25 0.28 0.41 0.59 0.38 0.29 0.39 0.31 0.39 0.32 0.31 0.32 0.30 0.39 0.38 0.31 0.31 0.65 0.28 0.13 0.33 0.39 0.00 0.36


No. 2
Below is 8 unconnected molecules or ions with the total composition C36H48N8O12, with properties calculated with ωB97M-V with the def2-TZVPD basis set.

Geometry as XYZ:
```
104
Properties=species:S:1:pos:R:3:forces:R:3
O 0.551135 3.827577 3.848173 -2.85 -0.37 0.94
O 6.352135 1.943577 -4.307827 -0.92 1.77 3.35
O 3.072135 -6.223423 3.734173 1.60 -0.11 0.53
O -0.515865 -0.137423 -3.067827 -0.73 -0.19 -1.49
O 1.966135 0.636577 0.606173 -2.21 0.22 -2.36
O -4.717865 -2.143423 0.320173 1.88 -2.57 -0.65
O 5.833135 3.109577 2.569173 0.99 -3.72 4.20
O 1.155135 -1.427423 -3.257827 -1.48 0.10 -2.38
O -2.890865 -3.419423 -0.076827 -2.98 1.14 0.30
O -4.984865 5.327577 -1.670827 4.97 0.80 1.63
O -1.173865 2.432577 4.185173 1.70 2.37 0.42
O 1.292135 -7.313423 3.008173 3.52 3.43 -0.93
N 0.199135 -0.816423 -3.813827 2.03 0.95 3.58
N -0.672865 3.570577 3.939173 0.66 -2.20 -1.90
N 5.297135 1.166577 3.789173 -0.07 0.67 -2.59
N -0.211865 0.097577 0.884173 0.42 -1.44 -2.17
N -2.973865 4.297577 -1.337827 -0.92 -1.98 0.51
N -4.105865 -3.233423 0.222173 0.54 -0.39 1.12
N 2.212135 -6.349423 2.939173 -5.52 -1.28 -0.39
N 5.299135 1.350577 -2.353827 -0.98 0.74 3.21
C -1.525865 -0.090423 0.244173 1.74 -3.21 -3.20
C 0.086135 -0.673423 -5.228827 -1.05 -4.07 -6.21
C -1.631865 4.476577 3.350173 -3.90 5.97 -2.60
C -6.249865 -4.354423 1.347173 4.37 -2.66 -0.95
C 4.356135 0.773577 2.747173 -1.53 -4.25 1.87
C 5.985135 2.295577 3.599173 -3.44 2.63 -5.85
C -1.281865 5.988577 2.848173 -2.57 -2.77 0.37
C -1.015865 0.268577 -7.418827 0.24 -2.24 2.22
C 1.918135 -5.166423 2.010173 -0.82 1.43 -3.30
C 1.250135 -2.853423 0.123173 4.60 -9.79 8.39
C -2.341865 6.773577 2.148173 1.66 -6.90 3.63
C 0.815135 0.595577 0.065173 2.33 -1.76 7.07
C -3.621865 6.337577 1.917173 2.63 -8.13 4.05
C -5.056865 -7.086423 0.747173 -1.54 2.47 0.66
C -4.077865 4.954577 2.319173 0.88 1.15 1.90
C 2.911135 -3.989423 1.917173 -3.34 1.06 -0.73
C -3.104865 4.102577 3.168173 1.00 1.07 -1.37
C -3.484865 2.891577 -1.311827 -3.92 -1.05 0.87
C 4.875135 -0.025423 -2.748827 0.84 2.65 6.19
C 2.516135 -2.801423 1.161173 -3.41 -3.67 -2.19
C -1.041865 0.160577 -5.942827 11.21 -6.91 -8.13
C -0.095865 -0.393423 2.264173 -1.93 6.50 -0.90
C 4.747135 1.837577 -0.931827 1.17 4.39 -6.45
C -6.886865 -5.624423 1.740173 3.88 2.21 -2.02
C 0.749135 -1.855423 -6.101827 -4.21 6.81 -2.18
C -4.276865 -5.888423 0.395173 -2.60 1.15 0.20
C -1.597865 4.208577 -1.087827 2.64 4.25 -1.16
C 0.708135 -5.231423 1.104173 6.99 6.69 0.23
C 5.940135 2.267577 -3.145827 -0.26 -2.04 -1.86
C 5.490135 0.303577 4.928173 -1.92 0.17 -0.35
C -6.372865 -6.895423 1.537173 5.73 3.99 -3.80
C 0.517135 -4.097423 0.103173 -0.63 0.83 2.27
C 0.530135 -1.843423 -7.686827 -1.00 3.32 6.21
C -4.834865 -4.486423 0.665173 -3.47 -2.46 1.47
C -3.712865 5.420577 -1.338827 -6.18 -1.34 -1.86
C -0.214865 -0.801423 -8.298827 -1.53 -0.02 2.26
H 1.357135 -2.566423 -5.660827 1.10 -1.22 0.92
H -5.314865 4.755577 2.170173 4.04 0.04 0.52
H 5.548135 -0.753423 4.597173 -0.49 0.59 0.37
H 4.787135 0.083577 -3.659827 -0.60 0.38 -9.48
H 3.799135 -3.842423 2.565173 -0.80 -0.74 -0.40
H 1.076135 -2.672423 -7.998827 0.37 -1.02 -1.84
H -4.596865 2.499577 -1.678827 2.85 2.14 0.46
H 0.112135 -6.012423 1.135173 -2.81 -3.60 0.20
H 4.837135 0.492577 1.865173 1.07 0.22 -1.64
H -1.796865 1.057577 -7.750827 1.64 -1.81 -0.27
H 0.778135 -0.586423 2.656173 5.95 -0.32 0.59
H -0.285865 6.452577 3.051173 -0.99 -0.75 -0.28
H -0.500865 -4.045423 -0.429827 1.86 -0.51 0.52
H -1.364865 -0.376423 -0.889827 0.09 1.23 1.80
H -1.632865 0.558577 -5.384827 -6.91 5.33 6.19
H 3.404135 1.246577 2.490173 0.58 0.95 0.62
H -2.205865 7.696577 1.889173 1.67 5.30 -1.47
H -3.367865 -5.940423 -0.252827 -0.89 -0.06 0.86
H 1.009135 -2.132423 -0.425827 -1.78 6.11 -4.47
H -0.429865 -1.322423 2.494173 -3.01 -2.40 0.21
H 3.045135 -1.873423 1.150173 0.51 0.25 0.22
H -3.354865 3.076577 3.611173 0.04 1.76 -0.94
H -2.103865 -1.050423 0.392173 0.45 1.47 1.31
H -1.192865 5.263577 -0.815827 -0.53 -1.55 -0.84
H -1.090865 3.822577 -1.964827 0.22 0.39 -0.65
H -3.327865 6.433577 -1.108827 0.60 -0.86 -0.10
H 5.521135 2.422577 -0.476827 0.37 0.26 0.41
H 4.002135 -0.311423 3.092173 0.40 2.09 -0.52
H 6.414135 0.499577 5.405173 0.78 0.54 0.69
H 5.961135 3.306577 -2.603827 0.38 -1.55 -1.25
H -4.192865 6.834577 1.327173 -3.98 3.44 -3.37
H -3.512865 2.563577 -0.257827 -0.13 0.54 0.02
H -6.962865 -7.651423 1.759173 -2.34 -3.81 1.02
H 0.557135 1.000577 -0.860827 -0.53 0.39 -1.74
H 4.557135 1.024577 -0.408827 -1.58 -3.47 2.37
H -2.818865 2.143577 -1.682827 0.95 0.24 -1.09
H -7.833865 -5.480423 2.074173 -2.66 0.00 1.44
H -0.287865 0.578577 2.917173 -0.86 -2.46 -0.66
H 6.370135 2.555577 4.494173 2.63 1.47 2.72
H -1.134865 3.628577 -0.362827 -0.52 -1.58 2.29
H 5.597135 -0.713423 -2.548827 2.13 -1.97 0.75
H 3.932135 -0.386423 -2.448827 -1.23 0.26 1.31
H 4.593135 0.604577 5.529173 0.94 -1.36 0.42
H -4.798865 -8.106423 0.293173 -0.17 1.71 1.15
H 3.924135 2.553577 -1.286827 0.62 -1.41 1.47
H -1.931865 0.850577 0.296173 -2.37 1.64 0.16
H -0.453865 -0.991423 -9.381827 0.35 1.04 1.16
H -6.635865 -3.386423 1.721173 0.27 -0.71 -0.80
```
Positions in Å, forces in eV/Å.

The structure (SMILES) is O=[N+]([O-])c1ccccc1.O=[N+]([O-])c1ccccc1.O=[N+]([O-])c1ccccc1.O=[N+]([O-])c1ccccc1.CN(C)C=O.CN(C)C=O.CN(C)C=O.CN(C)C=O. As for the max |F|: 15.478 eV Å⁻¹. The value obtained for the total energy is -74567.164 eV. The value obtained for the HOMO energy is -8.580 eV. The LUMO energy is -0.0688 Ha. The calculation puts the HOMO-LUMO gap at 6.7 eV.

These are the Mulliken partial charges, in e, on atoms 1 to 99: -0.54 -0.64 -0.51 -0.61 -0.44 -0.54 -0.62 -0.57 -0.47 -0.67 -0.58 -0.57 1.01 0.89 0.21 0.79 0.30 0.80 0.85 0.10 -0.90 0.06 0.16 -0.37 -0.83 -0.04 -0.45 -0.26 0.15 -1.35 -0.44 -0.63 -0.89 -0.37 -0.25 -0.47 -0.31 -0.97 -1.47 -0.28 -0.75 -1.21 -0.72 -0.47 -0.34 -0.17 -1.09 -0.75 0.21 -1.05 -0.54 -0.43 -0.42 0.17 0.09 -0.35 0.46 0.23 0.29 0.73 0.37 0.39 0.27 0.73 0.23 0.28 0.46 0.39 0.16 0.04 0.77 0.44 0.61 0.34 1.77 0.65 0.30 0.36 0.07 0.26 0.38 0.39 0.42 0.14 0.43 0.25 0.78 0.34 0.49 0.65 0.12 0.33 0.42 0.00 0.43 0.41 0.35 0.42 0.34


No. 3
Below is a single C21H17N3O4 molecule, with properties calculated with ωB97M-V with the def2-TZVPD basis set.

Geometry as XYZ:
```
45
Properties=species:S:1:pos:R:3:forces:R:3
O 2.230044 2.000200 3.106296 -1.49 0.83 -1.53
O 1.513797 -0.733660 -4.617428 0.50 1.85 2.10
O 0.760028 3.580881 2.706133 1.08 -1.89 -0.74
O 2.390218 -0.783849 -2.635713 -0.62 0.91 -3.28
N 1.391787 2.553925 2.359414 0.29 1.47 3.63
N 1.797485 -0.168312 -3.531230 0.07 -2.05 -1.52
N 0.983529 5.253674 -4.978930 -0.29 0.28 0.51
C 0.319783 1.841971 -6.282999 -0.58 -0.23 -0.06
C 1.892873 0.626374 -0.775866 0.33 0.87 2.01
C -0.548503 4.460453 -6.669864 0.71 -1.44 -0.22
C 1.676289 2.407756 -4.281322 2.08 -1.09 -1.30
C 0.519787 6.655701 -5.126775 0.04 -0.78 0.17
C 1.252122 1.476059 -1.714538 -0.98 -1.10 -0.35
C -1.007065 3.457380 -7.515850 0.18 -0.43 1.14
C 0.303026 2.698871 0.177386 0.15 -0.39 0.36
C -0.601311 2.137127 -7.284228 0.23 0.07 -0.53
C 3.376746 3.393125 -2.827313 0.31 1.21 0.97
C 3.936958 4.474082 -2.115162 -0.36 -0.47 -1.09
C 3.487556 5.780134 -2.354849 0.36 -0.57 1.09
C 2.449180 6.004681 -3.218100 -0.07 -0.74 -0.84
C 1.214558 1.315763 -3.294507 -3.22 -2.26 1.98
C 2.292310 3.619208 -3.659951 0.33 0.29 -0.43
C 1.890763 4.951536 -3.970851 0.32 -0.28 0.86
C 0.747041 2.833886 -5.408851 0.20 0.08 0.19
C 0.291748 2.340227 -1.181430 0.07 0.70 0.46
C 1.153735 2.019786 1.078826 0.70 -0.32 -3.16
C 1.952902 0.959327 0.595578 -1.26 1.16 -0.31
C 0.401127 4.195384 -5.662093 -0.64 -0.58 -0.38
H -0.505661 2.708052 -1.841970 0.64 0.39 0.28
H 4.728166 4.275896 -1.431727 0.55 0.04 0.39
H 2.079778 6.988507 -3.385449 0.05 0.58 -0.01
H -0.294908 3.521190 0.578499 -0.01 -0.45 -0.31
H -0.882970 5.440597 -6.843840 -0.29 0.92 -0.27
H -1.712401 3.714015 -8.293942 -0.01 -0.13 -0.04
H 0.095243 1.080715 -3.577327 2.02 0.37 0.65
H 3.928506 6.618784 -1.805059 -0.18 -0.37 -0.21
H 2.625532 0.455803 1.282145 -0.29 -0.20 -0.19
H -0.967098 1.342717 -7.919539 0.04 -0.02 -0.09
H 0.162336 7.027413 -4.168390 -0.08 0.00 0.07
H 2.496495 1.726491 -4.731431 -0.65 1.63 -0.09
H 2.327659 -0.335955 -0.962837 0.33 0.83 -0.03
H -0.303123 6.712185 -5.825701 0.08 -0.01 0.09
H 1.298176 7.331041 -5.481395 0.21 -0.22 -0.02
H 0.712123 0.811136 -6.139336 -0.55 0.86 -0.11
H 3.771086 2.365677 -2.724769 -0.29 0.70 0.16
```
Positions in Å, forces in eV/Å.

The structure (SMILES) is CN1c2ccccc2C([C@H](c2ccc([N+](=O)[O-])cc2)[N+](=O)[O-])c2ccccc21. As for the max |F|: 4.408 eV Å⁻¹. The value obtained for the total energy is -34705.542 eV. The value obtained for the HOMO energy is -7.796 eV. The LUMO energy is -0.0367 Ha. The calculation puts the HOMO-LUMO gap at 6.8 eV.

The computed Mulliken charges, all in e, follow: -0.59 -0.59 -0.59 -0.65 0.91 0.94 0.06 -0.47 -0.46 -1.01 1.43 -1.15 0.24 -0.92 -0.39 -0.69 -0.33 -1.00 -0.84 -0.79 -0.13 0.06 0.52 -0.18 -0.57 -0.20 -0.53 0.89 0.38 0.45 0.43 0.44 0.26 0.40 0.47 0.37 0.47 0.39 0.40 0.55 0.58 0.28 0.36 0.37 0.43